The following is a quantum chemistry calculation of C24H36Br3ClF10N3O8PS as an isolated structure, from OMol25.

Atoms and positions in Å:
C: 3.038 -3.461 1.510
C: 2.162 -3.760 2.696
O: 1.673 -2.543 3.226
C: 0.536 -2.649 4.034
C: -0.618 -1.749 3.509
O: -0.157 -0.952 2.455
C: -1.158 -0.088 1.973
C: -0.699 0.360 0.586
C: -0.328 -0.947 -0.155
C: -1.276 -2.136 -0.171
C: -0.547 -3.339 -0.778
F: 0.378 -3.009 -1.698
F: 0.144 -3.941 0.249
C: -1.485 -4.472 -1.302
F: -2.556 -4.524 -0.484
F: -0.853 -5.651 -1.206
S: -2.049 -4.303 -3.106
F: -2.302 -5.865 -3.188
F: -0.562 -4.515 -3.569
F: -1.837 -2.737 -3.043
F: -3.562 -4.112 -2.671
F: -2.483 -4.157 -4.609
C: 0.648 1.137 0.780
C: 0.877 1.759 2.209
O: 0.006 2.538 2.661
O: 1.968 1.427 2.724
N: 0.984 2.120 -0.262
C: 2.223 2.792 -0.022
N: 2.099 4.094 0.659
C: 3.254 4.963 0.387
C: 0.397 2.033 -1.562
C: 1.364 1.260 -2.514
C: 2.140 0.040 -2.011
C: 3.636 0.258 -1.804
F: 2.005 -0.945 -3.020
P: 0.279 3.763 -2.532
O: 0.448 3.323 -4.097
O: 1.645 4.645 -2.298
C: -1.126 1.634 -1.544
Cl: -1.325 0.348 -2.766
Br: -2.486 3.007 -2.328
N: -1.748 1.231 -0.170
C: -3.121 0.585 -0.358
C: -3.821 -0.066 -1.571
O: -4.345 0.517 -2.422
O: -4.022 -1.412 -1.454
C: -2.004 2.469 0.717
Br: -1.089 4.094 0.436
C: -2.839 2.550 1.756
C: -2.934 3.750 2.635
Br: -4.074 1.220 2.390
H: 3.910 -2.888 1.807
H: 3.351 -4.399 1.056
H: 2.510 -2.890 0.749
H: 1.360 -4.459 2.454
H: 2.782 -4.246 3.458
H: 0.174 -3.675 4.078
H: 0.768 -2.325 5.048
H: -1.016 -1.121 4.310
H: -1.437 -2.401 3.171
H: -2.100 -0.648 1.954
H: -1.310 0.718 2.686
H: 0.566 -1.327 0.325
H: -0.007 -0.783 -1.173
H: -2.201 -1.997 -0.718
H: -1.552 -2.490 0.816
H: 1.441 0.393 0.746
H: 2.870 2.155 0.586
H: 2.794 2.995 -0.924
H: 2.108 3.935 1.660
H: 4.158 4.407 0.125
H: 3.490 5.506 1.300
H: 3.005 5.710 -0.360
H: 1.003 1.037 -3.509
H: 2.153 1.985 -2.744
H: 1.763 -0.427 -1.113
H: 3.890 0.239 -0.749
H: 4.007 1.158 -2.286
H: 4.155 -0.584 -2.252
H: 1.361 3.140 -4.367
H: 2.045 4.911 -3.136
H: -3.191 -0.169 0.410
H: -3.836 1.372 -0.165
H: -4.640 -1.559 -0.725
H: -3.281 4.615 2.077
H: -3.635 3.583 3.443
H: -1.959 3.943 3.080

Properties
Gap between HOMO and LUMO (eV): 7.11
F_max (eV/Å): 2.975
Highest occupied orbital energy (eV): -7.734
LUMO energy (eV): -0.629
Spin multiplicity: 1

The following is a quantum chemistry calculation of a 15-piece molecular cluster, C41H97Cl27N12O10P4 overall, from OMol25.

Atoms and positions in Å:
C: 10.001 15.234 17.100
Cl: 11.121 15.376 15.720
Cl: 8.781 13.998 16.779
Cl: 9.300 16.908 17.318
H: 10.596 14.949 17.976
C: 9.685 13.928 21.065
Cl: 9.109 15.455 20.344
Cl: 8.272 12.960 21.445
Cl: 10.696 14.307 22.525
H: 10.303 13.403 20.377
C: 11.531 11.022 18.315
Cl: 12.816 9.824 18.729
Cl: 10.244 10.729 19.460
Cl: 11.029 10.848 16.588
H: 11.970 12.003 18.486
C: 17.492 10.197 21.616
Cl: 16.039 10.298 20.625
Cl: 18.633 9.121 20.724
Cl: 17.120 9.446 23.226
H: 17.863 11.217 21.749
C: 13.044 8.755 23.441
Cl: 12.553 9.015 25.133
Cl: 12.842 10.254 22.545
Cl: 12.163 7.387 22.736
H: 14.104 8.448 23.392
C: 13.241 12.984 25.213
Cl: 14.863 12.267 25.180
Cl: 13.286 14.615 24.535
Cl: 12.729 12.928 26.934
H: 12.563 12.392 24.620
C: 11.738 21.421 16.547
Cl: 11.002 22.452 15.321
Cl: 13.474 21.119 16.275
Cl: 10.946 19.810 16.549
H: 11.625 21.906 17.511
C: 17.050 9.794 15.654
Cl: 17.228 10.518 14.067
Cl: 15.454 10.030 16.411
Cl: 18.285 10.490 16.725
H: 17.277 8.755 15.520
C: 18.682 15.371 14.956
Cl: 17.030 14.881 14.639
Cl: 19.834 14.083 14.547
Cl: 18.734 15.797 16.751
H: 18.874 16.339 14.438
C: 8.103 19.398 19.480
C: 7.981 18.655 20.762
O: 9.219 18.832 21.491
C: 9.191 18.356 22.745
O: 8.199 18.055 23.368
O: 10.484 18.258 23.194
C: 10.483 17.701 24.587
H: 8.211 20.451 19.704
H: 7.193 19.376 18.902
H: 8.857 19.085 18.793
H: 7.816 17.589 20.605
H: 7.075 18.939 21.310
H: 10.103 18.544 25.107
H: 11.534 17.645 24.782
H: 10.010 16.745 24.593
C: 14.863 18.000 24.004
C: 15.266 19.469 23.788
O: 14.654 19.903 22.516
C: 13.457 20.474 22.643
O: 12.885 20.707 23.703
O: 13.052 20.702 21.407
C: 11.599 20.976 21.334
H: 15.386 17.634 24.914
H: 15.181 17.290 23.227
H: 13.808 17.846 24.224
H: 16.338 19.549 23.625
H: 14.855 20.093 24.599
H: 11.035 20.355 22.016
H: 11.344 20.786 20.282
H: 11.333 22.011 21.605
O: 19.179 13.184 26.187
P: 18.572 14.275 26.959
N: 17.355 13.726 27.866
C: 16.251 14.556 28.187
C: 17.328 12.302 28.166
N: 18.016 15.448 25.965
C: 17.203 15.030 24.812
C: 17.834 16.832 26.288
N: 19.479 15.143 28.020
C: 20.753 15.577 27.368
C: 19.497 14.634 29.395
H: 16.255 15.533 27.744
H: 16.139 14.729 29.239
H: 15.344 14.093 27.776
H: 18.137 11.824 27.595
H: 16.355 11.873 27.924
H: 17.483 12.111 29.238
H: 17.546 15.629 23.932
H: 17.343 13.982 24.593
H: 16.140 15.268 24.910
H: 16.780 17.037 26.413
H: 18.330 17.085 27.235
H: 18.223 17.465 25.498
H: 20.595 15.566 26.278
H: 21.050 16.511 27.798
H: 21.495 14.776 27.602
H: 19.923 15.347 30.060
H: 20.207 13.826 29.511
H: 18.527 14.393 29.785
O: 11.899 14.053 19.361
P: 13.106 14.919 19.421
N: 13.844 14.854 17.968
C: 13.981 13.534 17.409
C: 15.074 15.631 17.704
N: 14.007 14.397 20.665
C: 13.893 13.000 21.093
C: 15.385 14.919 20.776
N: 13.103 16.548 19.710
C: 12.781 16.912 21.116
C: 12.506 17.407 18.651
H: 14.381 13.594 16.406
H: 13.052 13.035 17.254
H: 14.636 12.895 17.988
H: 15.062 16.589 18.201
H: 15.122 15.855 16.652
H: 15.957 15.011 17.942
H: 14.504 12.845 22.018
H: 12.853 12.840 21.256
H: 14.287 12.300 20.325
H: 16.107 14.281 20.243
H: 15.355 15.962 20.457
H: 15.642 14.976 21.840
H: 11.706 16.902 21.263
H: 13.291 16.206 21.783
H: 13.152 17.900 21.266
H: 12.719 18.442 18.857
H: 11.418 17.337 18.584
H: 12.893 17.163 17.686
O: 18.992 18.135 13.756
P: 18.014 19.170 13.413
N: 16.472 18.793 13.647
C: 15.817 17.974 12.632
C: 16.089 18.540 15.041
N: 18.182 19.384 11.796
C: 19.119 18.513 11.042
C: 17.552 20.350 10.944
N: 18.274 20.511 14.316
C: 17.337 21.652 14.362
C: 19.668 20.970 14.566
H: 14.763 18.342 12.456
H: 15.763 16.897 12.854
H: 16.284 18.108 11.632
H: 15.070 18.901 15.051
H: 16.659 19.199 15.682
H: 16.176 17.518 15.366
H: 18.539 18.122 10.216
H: 19.941 19.104 10.632
H: 19.490 17.715 11.687
H: 16.703 20.847 11.441
H: 18.263 21.148 10.684
H: 17.144 19.921 10.009
H: 17.498 22.293 13.452
H: 16.307 21.352 14.376
H: 17.470 22.228 15.267
H: 20.350 20.145 14.560
H: 19.693 21.531 15.486
H: 19.893 21.669 13.738
O: 18.275 12.904 21.689
P: 19.584 13.549 21.595
N: 19.648 15.069 22.124
C: 18.785 16.024 21.514
C: 20.455 15.423 23.253
N: 19.992 13.777 20.000
C: 21.063 14.746 19.710
C: 19.751 12.726 19.056
N: 20.636 12.633 22.389
C: 20.168 11.694 23.398
C: 21.917 12.465 21.814
H: 17.944 15.605 20.963
H: 19.350 16.683 20.847
H: 18.441 16.754 22.266
H: 19.829 15.702 24.107
H: 21.160 16.255 23.051
H: 21.038 14.558 23.519
H: 20.812 15.279 18.827
H: 21.293 15.413 20.545
H: 21.970 14.152 19.511
H: 20.352 11.877 19.273
H: 18.700 12.394 19.021
H: 19.864 12.954 18.007
H: 19.250 12.099 23.818
H: 19.959 10.764 22.865
H: 20.895 11.580 24.159
H: 22.253 13.361 21.314
H: 21.946 11.606 21.122
H: 22.685 12.184 22.540

Properties
Gap between HOMO and LUMO (eV): 8.98
F_max (eV/Å): 3.056
Highest occupied orbital energy (eV): -8.699
LUMO energy (eV): 0.276
Spin multiplicity: 1

The following is a quantum chemistry calculation of a 2-piece molecular cluster, C2H2NPS overall, from OMol25.

Atoms and positions in Å:
C: -1.683 -1.307 1.199
C: 2.034 0.772 -2.088
N: -1.243 -0.285 1.590
P: 1.730 1.997 -1.215
S: -0.403 0.985 1.990
H: -2.452 -2.016 1.114
H: 2.018 -0.146 -2.589

Properties
Gap between HOMO and LUMO (eV): 9.00
F_max (eV/Å): 2.861
Energy relative to the best compared isomer or geometry (same formula, charge and spin) (eV): 4.0994
Highest occupied orbital energy (eV): -8.824
LUMO energy (eV): 0.172
Spin multiplicity: 1

The following is a quantum chemistry calculation of C3H3N2O as an isolated structure, from OMol25.

Atoms and positions in Å:
C: 1.522 -1.079 0.191
C: 0.860 1.101 0.008
C: -0.783 -0.419 -0.228
N: 1.959 0.755 -0.209
N: -0.404 0.885 0.215
O: 0.378 -1.292 0.045
H: -1.649 -0.795 0.333
H: -0.964 -0.522 -1.308
H: -0.919 1.364 0.953

Properties
Gap between HOMO and LUMO (eV): 10.68
F_max (eV/Å): 3.009
Energy relative to the best compared isomer or geometry (same formula, charge and spin) (eV): 4.0110
Highest occupied orbital energy (eV): -16.474
Charge: +1
LUMO energy (eV): -5.795
Spin multiplicity: 1

The following is a quantum chemistry calculation of a single H3N3OS3 molecule, from OMol25.

Atoms and positions in Å:
N: -1.300 -2.027 -0.763
N: -1.244 0.547 0.137
N: 1.212 1.246 0.405
O: 2.212 -0.838 -0.726
S: -0.792 -1.230 0.430
S: -0.183 1.563 -0.644
S: 1.671 -0.420 0.568
H: -1.612 1.024 1.002
H: 1.053 1.739 1.232
H: -1.017 -1.604 -1.641

Properties
Gap between HOMO and LUMO (alpha / beta) (eV): 7.64 / 7.64
F_max (eV/Å): 2.612
Energy relative to the best compared isomer or geometry (same formula, charge and spin) (eV): 0.1412
Highest occupied orbital energy (alpha / beta) (eV): -8.581 / -8.581
LUMO energy (alpha / beta) (eV): -0.941 / -0.941
Spin multiplicity: 1

The following is a quantum chemistry calculation of a 2-piece molecular cluster, CH4OS2 overall, from OMol25.

Atoms and positions in Å:
C: 0.532 0.419 -0.378
O: 1.306 0.178 0.612
S: -1.855 -1.081 -0.454
S: 2.643 -0.697 0.691
H: -0.095 1.210 -0.105
H: 0.547 -0.093 -1.436
H: -1.085 -2.073 -0.193
H: -1.568 -0.394 0.801

Properties
Gap between HOMO and LUMO (alpha / beta) (eV): 7.41 / 7.41
F_max (eV/Å): 3.644
Energy relative to the best compared isomer or geometry (same formula, charge and spin) (eV): 3.4334
Highest occupied orbital energy (alpha / beta) (eV): -8.089 / -8.090
LUMO energy (alpha / beta) (eV): -0.681 / -0.681
Spin multiplicity: 1

The following is a quantum chemistry calculation of C43H48N2O3P2Pd as an isolated structure, from OMol25.

Atoms and positions in Å:
Pd: 0.822 2.387 -1.587
C: 2.461 3.275 -2.316
C: 2.492 3.265 -0.897
C: 2.071 4.399 0.000
C: 0.703 5.062 -0.370
C: -0.252 4.042 -0.915
C: -0.471 3.810 -2.282
C: 0.341 4.338 -3.424
C: 1.887 4.397 -3.133
C: -2.392 -1.165 -0.107
H: 2.999 2.462 -2.836
H: 3.073 2.437 -0.453
H: 2.866 5.165 0.023
H: 1.995 4.024 1.041
H: 0.289 5.497 0.554
H: 0.861 5.912 -1.049
H: -1.093 3.769 -0.263
H: -1.486 3.465 -2.508
H: -0.031 5.294 -3.822
H: 0.156 3.619 -4.243
H: 2.336 4.260 -4.132
H: 2.184 5.372 -2.716
H: -1.360 -1.331 -0.406
H: -3.037 -1.605 -0.875
H: -2.515 -1.662 0.862
P: 1.309 0.613 0.363
P: -2.761 0.573 0.117
C: -0.109 1.282 1.206
C: -1.432 1.509 0.868
C: 2.498 0.354 1.669
C: 2.714 1.170 2.802
C: 3.481 0.667 3.863
C: 4.024 -0.625 3.813
C: 3.783 -1.446 2.700
C: 3.017 -0.964 1.654
C: 2.350 -0.101 -1.044
C: 1.678 -0.573 -2.203
C: 2.358 -0.706 -3.415
C: 3.739 -0.484 -3.491
C: 4.443 -0.134 -2.332
C: 3.762 0.066 -1.125
C: -4.125 0.753 1.260
C: -3.816 0.546 2.614
C: -4.839 0.592 3.564
C: -6.158 0.836 3.138
C: -6.460 1.066 1.786
C: -5.432 1.025 0.836
C: -3.197 1.201 -1.541
C: -2.671 0.560 -2.690
C: -3.000 1.025 -3.974
C: -3.835 2.131 -4.142
C: -4.300 2.804 -3.013
C: -3.931 2.386 -1.729
H: 0.162 1.689 2.201
H: -1.839 2.415 1.331
H: 2.300 2.180 2.809
H: 3.676 1.298 4.734
H: 4.664 -0.998 4.617
H: 4.224 -2.442 2.619
H: 2.818 -1.584 0.772
H: 0.619 -0.773 -2.100
H: 1.811 -0.922 -4.331
H: 4.261 -0.513 -4.454
H: 5.524 0.054 -2.380
H: 4.336 0.425 -0.259
H: -2.771 0.363 2.906
H: -4.590 0.428 4.615
H: -6.964 0.833 3.877
H: -7.480 1.271 1.454
H: -5.629 1.221 -0.219
H: -2.021 -0.306 -2.583
H: -2.622 0.489 -4.846
H: -4.125 2.463 -5.141
H: -4.959 3.670 -3.122
H: -4.212 2.999 -0.870
C: 2.131 -6.561 1.514
C: 2.019 -5.138 1.006
C: 0.727 -4.404 1.413
C: -0.566 -5.178 1.017
C: -0.563 -5.717 -0.404
C: 0.729 -4.146 2.924
O: 1.151 -4.911 3.784
N: 0.170 -2.946 3.304
C: -0.090 -1.820 2.534
O: -0.581 -0.831 3.127
N: 0.246 -1.888 1.215
C: 0.689 -3.034 0.654
O: 1.092 -3.055 -0.526
H: 1.855 -6.607 2.571
H: 3.168 -6.891 1.413
H: 1.502 -7.243 0.936
H: 2.855 -4.536 1.391
H: 2.107 -5.129 -0.090
H: -0.697 -5.991 1.742
H: -1.419 -4.494 1.154
H: -0.025 -6.668 -0.466
H: -1.590 -5.888 -0.741
H: -0.098 -4.997 -1.089
H: 0.017 -2.800 4.285

Properties
Gap between HOMO and LUMO (alpha / beta) (eV): 5.24 / 5.47
F_max (eV/Å): 6.046
Energy relative to the best compared isomer or geometry (same formula, charge and spin) (eV): 2.9958
Highest occupied orbital energy (alpha / beta) (eV): -5.196 / -6.515
LUMO energy (alpha / beta) (eV): 0.039 / -1.046
Spin multiplicity: 3

The following is a quantum chemistry calculation of a 2-piece molecular cluster, C8H10NS overall, from OMol25.

Atoms and positions in Å:
C: 0.656 -2.495 1.878
C: 1.628 -2.328 0.889
C: -0.379 -1.577 2.046
C: 1.667 -1.119 0.217
C: -0.288 -0.391 1.309
C: -0.763 2.750 -0.280
C: -1.761 1.986 -0.667
C: -1.472 0.893 -1.478
N: 0.756 -0.174 0.516
S: -2.522 -0.279 -1.943
H: 0.583 -3.428 2.393
H: 2.174 -3.197 0.802
H: -1.194 -1.698 2.712
H: 2.490 -1.009 -0.409
H: -0.977 0.432 1.477
H: -0.961 3.435 0.565
H: 0.344 2.841 -0.541
H: -2.794 2.207 -0.316
H: -0.355 0.936 -1.661
H: -3.447 0.508 -1.314

Properties
Gap between HOMO and LUMO (eV): 6.76
F_max (eV/Å): 4.183
Energy relative to the best compared isomer or geometry (same formula, charge and spin) (eV): 2.4594
Highest occupied orbital energy (eV): -12.894
Charge: +1
LUMO energy (eV): -6.134
Spin multiplicity: 1